Record 1
58
Properties=species:S:1:pos:R:3 method="wB97M-V/def2-TZVPD" e_above_lowest_kcal_mol=0.0 charge=0
C 3.81189 -2.79954 -3.79326
B 3.18270 -1.79293 -2.77172
O 4.02935 -1.14593 -1.91210
C 1.63939 -1.46945 -2.69120
C 1.22610 -0.14580 -2.44265
C -0.11234 0.20409 -2.33261
C -1.04292 -0.80608 -2.45838
C -0.66093 -2.11480 -2.72473
C 0.66739 -2.46453 -2.85406
C -1.89223 -2.95415 -2.79124
O -2.01336 -4.09219 -3.14668
N -2.93768 -2.11209 -2.35896
C -2.52632 -0.76677 -2.33261
O -3.25953 0.18170 -2.23488
H 3.37747 -2.76156 -4.79107
H 3.71017 -3.81264 -3.39201
H 4.88366 -2.60391 -3.86937
H 3.55147 -0.79212 -1.15140
H 1.98236 0.62060 -2.31624
H -0.42134 1.21808 -2.11650
H 0.94504 -3.49109 -3.05948
H -3.88150 -2.31811 -2.65461
F -1.95378 6.24198 1.09456
C -3.16991 5.65938 1.10989
F -3.90157 6.22897 2.09228
C -3.04577 4.16102 1.39814
F -2.53531 3.97375 2.63311
F -4.32799 3.69438 1.39918
C -2.28712 3.30406 0.37695
O -0.94368 2.98940 0.69636
C 0.10501 3.77626 0.31428
F -0.26872 4.80037 -0.46683
F 0.93470 2.99044 -0.41672
C 0.91443 4.26023 1.52358
F 0.14091 5.00980 2.32909
F 1.94207 5.01601 1.08198
H -3.66938 5.82876 0.15246
H -2.79730 2.34212 0.38627
H -2.38434 3.70265 -0.63291
H 1.30297 3.40614 2.08249
F 0.23586 -1.22742 0.74266
C 1.16851 -0.45189 1.32268
F 2.05458 -0.08472 0.35939
C 1.92723 -1.22047 2.40514
F 2.60428 -2.23946 1.83873
F 2.84150 -0.32910 2.89126
C 1.12562 -1.71645 3.61533
O 0.72991 -3.07153 3.59324
C -0.46276 -3.46868 3.05380
F -1.21958 -2.42913 2.66149
F -1.14741 -4.12565 4.01628
C -0.25347 -4.47015 1.90993
F 0.46263 -3.90164 0.91947
F -1.46021 -4.82250 1.41902
H 0.69539 0.44726 1.72540
H 1.82152 -1.65053 4.45030
H 0.29290 -1.04946 3.84066
H 0.26941 -5.35500 2.27678


Record 2
41
Properties=species:S:1:pos:R:3 method="wB97M-V/def2-TZVPD" e_above_lowest_kcal_mol=0.0 charge=+1 multiplicity=4 s_squared=3.758
K -1.14289 -3.86356 -1.05915
Co -3.91961 -1.35132 1.42446
C -1.62054 -1.82319 1.52304
O -2.29051 -1.33478 2.55787
O -0.65814 -2.59139 1.58752
O -2.20362 -1.52253 0.37570
C 2.78661 -1.42178 1.46591
C 2.14998 -1.59740 0.09768
O 2.93639 -1.10565 -0.98156
C 4.05764 -1.78437 -1.22788
O 4.35095 -2.84693 -0.73757
O 4.78067 -1.05990 -2.07454
C 5.77015 -1.77090 -2.81578
H 3.06070 -0.40941 1.74982
H 3.61007 -2.13190 1.52361
H 2.08016 -1.79152 2.21560
H 1.17427 -1.12244 0.00942
H 2.00063 -2.68056 0.02272
H 6.68348 -1.18821 -2.88234
H 5.40385 -1.81803 -3.84830
H 5.92340 -2.78986 -2.48088
C -3.79310 1.96108 1.47280
O -3.88424 0.74936 1.24156
N -2.64898 2.54360 1.78634
C -1.43014 1.78595 1.92834
C -2.60483 3.89993 2.27576
H -4.56954 2.71879 1.32032
H -1.33825 1.27627 2.88867
H -0.51140 2.31166 1.67986
H -1.43129 0.97782 1.18799
H -2.45214 3.95990 3.35712
H -1.82051 4.50166 1.81889
H -3.54612 4.42633 2.09994
Br 0.04526 1.85905 -1.81640
C -1.19624 0.50118 -2.37778
C -2.62995 0.94642 -2.36544
Br -2.99697 2.11285 -3.90652
H -1.13152 -0.33935 -1.68415
H -0.87843 0.11281 -3.34176
H -2.83202 1.61140 -1.53662
H -3.28322 0.08892 -2.47427


Record 3
14
Properties=species:S:1:pos:R:3 method="wB97M-V/def2-TZVPD" e_above_lowest_kcal_mol=157.2 charge=+1
C -1.61052 -1.44018 0.05557
C -1.20778 -0.14063 0.00068
C -2.12613 1.07687 -0.02969
N 0.09632 0.11384 -0.27081
N 1.25422 0.19112 -0.00572
N 2.38257 0.01086 -0.42018
N 3.63228 0.18343 0.15335
H -0.96231 -2.24402 -0.07632
H -2.61834 -1.68453 0.25182
H -1.65582 1.89423 0.39751
H -2.50850 1.06276 -1.00817
H -2.92904 1.08339 0.64513
H 3.86329 -0.61999 0.75626
H 4.38976 0.51284 -0.44944


What did the third record say?
14
Properties=species:S:1:pos:R:3 method="wB97M-V/def2-TZVPD" e_above_lowest_kcal_mol=157.2 charge=+1
C -1.61052 -1.44018 0.05557
C -1.20778 -0.14063 0.00068
C -2.12613 1.07687 -0.02969
N 0.09632 0.11384 -0.27081
N 1.25422 0.19112 -0.00572
N 2.38257 0.01086 -0.42018
N 3.63228 0.18343 0.15335
H -0.96231 -2.24402 -0.07632
H -2.61834 -1.68453 0.25182
H -1.65582 1.89423 0.39751
H -2.50850 1.06276 -1.00817
H -2.92904 1.08339 0.64513
H 3.86329 -0.61999 0.75626
H 4.38976 0.51284 -0.44944